Density functional theory data (ωB97M-V/def2-TZVPD) for C39H30N7O2P2Se2Sn as an isolated structure.

Geometry (Å):
Sn1 3.165 -3.196 0.136
O1 6.230 -0.549 1.414
C1 5.297 -1.373 1.352
N1 4.969 -2.066 0.205
C2 5.837 -1.890 -0.974
C3 4.935 -1.716 -2.182
C4 5.354 -0.958 -3.275
C5 4.521 -0.816 -4.401
C6 3.304 -1.484 -4.388
C7 2.963 -2.220 -3.269
N2 3.765 -2.376 -2.158
C8 4.375 -1.489 2.527
C9 4.686 -0.695 3.642
C10 3.990 -0.894 4.818
C11 3.001 -1.884 4.873
C12 2.742 -2.592 3.717
N3 3.371 -2.400 2.545
H1 6.440 -2.818 -1.077
H2 6.485 -1.039 -0.852
H3 6.367 -0.569 -3.356
H4 4.829 -0.300 -5.318
H5 2.592 -1.456 -5.209
H6 2.029 -2.798 -3.271
H7 5.479 0.081 3.576
H8 4.301 -0.381 5.711
H9 2.553 -2.153 5.839
H10 2.076 -3.444 3.708
Se1 -3.850 -0.995 2.562
P1 -3.602 -0.293 0.527
C13 -4.375 1.303 0.406
C14 -3.644 2.456 0.255
C15 -4.238 3.672 0.029
C16 -5.630 3.682 -0.062
C17 -6.406 2.542 0.028
C18 -5.769 1.323 0.358
C19 -4.384 -1.305 -0.759
C20 -4.707 -0.676 -1.978
C21 -5.226 -1.452 -3.015
C22 -5.458 -2.822 -2.859
C23 -5.138 -3.408 -1.642
C24 -4.564 -2.680 -0.601
C25 -1.969 -0.951 0.178
C26 -0.522 -0.530 0.144
N4 0.148 -1.712 -0.166
N5 -0.709 -2.743 -0.147
N6 -1.914 -2.341 0.177
P2 0.252 1.064 0.339
Se2 2.303 0.429 0.533
C27 -0.280 1.953 1.833
C28 -0.450 3.342 1.897
C29 -0.465 3.997 3.120
C30 -0.328 3.308 4.318
C31 -0.206 1.915 4.297
C32 -0.143 1.253 3.052
C33 0.087 2.123 -1.086
C34 -0.813 1.738 -2.089
C35 -1.044 2.586 -3.156
C36 -0.527 3.879 -3.110
C37 0.465 4.226 -2.211
C38 0.742 3.373 -1.125
H11 -2.565 2.391 0.348
H12 -3.711 4.627 -0.092
H13 -6.109 4.620 -0.184
H14 -7.477 2.523 -0.198
H15 -6.312 0.380 0.475
H16 -4.610 0.409 -2.109
H17 -5.387 -1.013 -4.026
H18 -5.838 -3.495 -3.663
H19 -5.332 -4.496 -1.583
H20 -4.196 -3.126 0.291
H21 -0.699 3.920 0.967
H22 -0.571 5.081 3.153
H23 -0.196 3.839 5.300
H24 -0.140 1.368 5.241
H25 0.126 0.206 3.036
H26 -1.236 0.712 -2.021
H27 -1.689 2.269 -4.002
H28 -0.752 4.578 -3.926
H29 1.100 5.110 -2.392
H30 1.417 3.610 -0.302
O2 3.108 -7.151 0.230
C39 3.632 -6.116 0.421
N7 4.147 -5.029 0.657

Properties
**Charge**: -1
**Orbital gap**: 6.85 eV
**LUMO energy**: 2.21 eV
**ΔE to the lowest compared entry with this formula, charge and spin**: 68.7 kJ/mol



Density functional theory data (ωB97M-V/def2-TZVPD) for one molecule with the formula C7H12.

Geometry (Å):
C1 -1.083 2.395 -0.811
C2 -0.717 1.121 -0.986
C3 -0.216 0.179 0.020
C4 -0.347 0.428 1.339
C5 0.302 -0.413 2.413
C6 0.850 -0.799 -0.476
C7 0.335 -1.668 -1.644
H1 -1.584 2.869 -1.642
H2 -0.882 2.861 0.144
H3 -0.799 0.815 -2.027
H4 -0.839 1.329 1.687
H5 -0.067 -0.065 3.378
H6 0.061 -1.464 2.262
H7 1.390 -0.310 2.473
H8 1.120 -1.459 0.352
H9 1.758 -0.231 -0.667
H10 0.204 -1.132 -2.586
H11 1.122 -2.369 -1.923
H12 -0.606 -2.088 -1.305

Properties
**Orbital gap**: 9.48 eV
**LUMO energy**: 1.04 eV
**ΔE to the lowest compared entry with this formula, charge and spin**: 133.3 kJ/mol



Density functional theory data (ωB97M-V/def2-TZVPD) for one molecule with the formula C21H27N3O3S.

Geometry (Å):
C1 -5.998 -0.039 0.520
C2 -4.650 0.600 0.772
O1 -4.155 1.440 0.052
N1 -4.040 0.155 1.898
C3 -2.716 0.588 2.288
C4 -1.682 -0.489 2.080
C5 -0.800 -0.840 3.097
C6 0.162 -1.812 2.882
C7 0.227 -2.435 1.652
S1 1.538 -3.613 1.362
O2 1.726 -4.423 2.530
O3 1.290 -4.289 0.119
N2 2.894 -2.633 1.328
C8 3.161 -1.632 0.302
C9 2.476 -0.314 0.676
C10 2.717 0.736 -0.403
N3 2.203 0.244 -1.663
C11 2.071 1.289 -2.658
C12 0.954 2.231 -2.286
C13 -0.223 1.724 -1.747
C14 -1.266 2.569 -1.414
C15 -1.142 3.933 -1.621
C16 0.026 4.446 -2.157
C17 1.071 3.599 -2.486
C18 2.960 -0.911 -2.094
C19 2.730 -2.052 -1.104
C20 -0.662 -2.125 0.641
C21 -1.613 -1.144 0.855
H1 -6.439 0.396 -0.372
H2 -5.882 -1.111 0.377
H3 -6.658 0.131 1.368
H4 -4.457 -0.594 2.427
H5 -2.482 1.449 1.652
H6 -2.728 0.911 3.333
H7 -0.860 -0.342 4.053
H8 0.864 -2.099 3.647
H9 3.685 -3.201 1.584
H10 4.245 -1.463 0.300
H11 2.852 0.035 1.639
H12 1.403 -0.471 0.762
H13 2.185 1.654 -0.146
H14 3.797 0.969 -0.470
H15 1.823 0.813 -3.613
H16 3.011 1.854 -2.802
H17 -0.302 0.659 -1.586
H18 -2.182 2.171 -1.002
H19 -1.957 4.594 -1.364
H20 0.128 5.510 -2.319
H21 1.982 4.004 -2.903
H22 2.609 -1.215 -3.082
H23 4.042 -0.690 -2.167
H24 3.278 -2.942 -1.415
H25 1.671 -2.298 -1.095
H26 -0.590 -2.651 -0.298
H27 -2.299 -0.871 0.067

Properties
**Orbital gap**: 9.16 eV
**LUMO energy**: 0.52 eV
**ΔE to the lowest compared entry with this formula, charge and spin**: 171.0 kJ/mol



Density functional theory data (ωB97M-V/def2-TZVPD) for a 2-piece molecular cluster, CH5S3 overall.

Geometry (Å):
S1 1.134 -3.327 -0.529
H1 2.256 -2.680 -0.872
C1 -0.952 1.862 -0.054
S2 -1.138 0.403 1.009
S3 0.661 -0.410 1.028
H2 0.015 1.779 -0.523
H3 -1.030 2.737 0.581
H4 -1.662 1.906 -0.876
H5 0.717 -2.271 0.238

Properties
**Orbital gap (alpha / beta)**: 9.30 / 7.31 eV
**2S+1**: 2
**LUMO energy (alpha / beta)**: 0.56 / -1.98 eV
**ΔE to the lowest compared entry with this formula, charge and spin**: 10.0 kJ/mol



Density functional theory data (ωB97M-V/def2-TZVPD) for a 2-piece molecular cluster, C9H23NSi2 overall.

Geometry (Å):
C1 0.443 -0.096 -1.774
Si1 1.446 -0.194 -0.264
C2 2.170 1.474 0.259
C3 3.432 1.926 -0.489
C4 2.397 -1.567 0.763
C5 1.452 -2.729 0.916
H1 0.607 -1.099 -2.277
H2 0.714 0.718 -2.581
H3 1.305 2.294 0.266
H4 2.334 1.493 1.318
H5 3.889 2.924 -0.283
H6 4.262 1.289 -0.244
H7 3.196 2.090 -1.501
H8 3.380 -1.750 0.126
H9 2.704 -1.033 1.761
H10 1.896 -3.556 1.401
H11 0.586 -2.440 1.416
H12 1.308 -3.297 -0.013
C6 -2.833 -1.643 -1.127
C7 -2.253 -1.670 0.243
Si2 -1.571 0.034 0.794
N1 -0.300 -0.136 1.810
C8 -2.360 1.555 0.027
C9 -1.789 2.841 0.706
H13 -2.028 -1.279 -1.874
H14 -3.091 -2.715 -1.456
H15 -3.918 -1.182 -1.420
H16 -1.389 -2.364 0.349
H17 -2.898 -2.034 0.979
H18 0.105 0.679 2.439
H19 -2.241 1.771 -1.067
H20 -3.445 1.649 0.390
H21 -2.247 3.689 0.146
H22 -2.213 3.199 1.632
H23 -0.649 2.733 0.629

Properties
**Orbital gap**: 7.80 eV
**LUMO energy**: 0.36 eV
**ΔE to the lowest compared entry with this formula, charge and spin**: 607.2 kJ/mol



Density functional theory data (ωB97M-V/def2-TZVPD) for C38H49Cl3Ge2N2O7PSSn as an isolated structure.

Geometry (Å):
Sn1 0.242 1.214 0.420
C1 5.353 1.275 0.930
C2 3.974 0.709 0.638
O1 3.075 1.514 0.502
C3 3.790 -0.747 0.452
C4 4.924 -1.544 0.227
C5 4.858 -2.904 0.015
C6 3.597 -3.514 0.047
C7 2.463 -2.776 0.263
C8 2.490 -1.357 0.451
O2 1.367 -0.761 0.611
H1 5.211 2.127 1.593
H2 5.769 1.662 -0.004
H3 6.049 0.569 1.376
H4 5.892 -1.061 0.193
H5 5.755 -3.481 -0.174
H6 3.510 -4.585 -0.110
H7 1.481 -3.238 0.268
N1 0.491 5.736 -0.069
C9 0.152 4.670 0.734
N2 1.060 4.361 1.715
O3 -0.911 4.069 0.608
H8 1.463 6.011 -0.102
H9 0.040 5.718 -0.970
H10 2.031 4.567 1.523
H11 0.886 3.483 2.187
O4 0.625 1.302 2.616
S1 -0.322 0.087 2.985
C10 -1.423 0.668 4.311
C11 -0.791 0.547 5.696
C12 0.735 0.553 5.540
C13 1.039 -0.443 4.453
H12 -2.339 0.088 4.195
H13 -1.634 1.698 4.015
H14 -1.095 -0.399 6.154
H15 -1.136 1.351 6.352
H16 1.220 0.331 6.500
H17 1.070 1.543 5.221
H18 0.766 -1.466 4.729
H19 2.019 -0.396 3.985
Cl1 5.265 3.413 -2.351
Ge1 3.225 3.953 -1.414
Cl2 4.107 5.318 0.326
Cl3 2.732 5.742 -2.866
C14 1.708 2.923 -6.607
C15 2.390 2.351 -5.384
O5 1.558 1.319 -4.832
P1 1.482 1.311 -3.173
O6 0.417 2.488 -2.904
C16 -0.926 2.503 -3.385
C17 -1.430 3.926 -3.280
O7 0.514 0.000 -3.051
C18 1.184 -1.234 -2.720
C19 1.551 -2.010 -3.967
H20 2.362 3.643 -7.105
H21 0.786 3.435 -6.324
H22 1.459 2.128 -7.313
H23 2.566 3.146 -4.654
H24 3.364 1.923 -5.638
H25 -1.519 1.833 -2.755
H26 -0.961 2.126 -4.411
H27 -1.519 4.213 -2.230
H28 -2.411 4.022 -3.752
H29 -0.729 4.607 -3.766
H30 0.500 -1.793 -2.083
H31 2.075 -1.015 -2.125
H32 0.658 -2.269 -4.538
H33 2.066 -2.933 -3.682
H34 2.211 -1.423 -4.608
C20 -1.342 0.234 1.554
Ge2 -2.344 -1.296 1.131
C21 -2.048 -2.750 2.435
C22 -3.060 -3.282 3.233
C23 -2.791 -4.275 4.171
C24 -1.499 -4.758 4.322
C25 -0.476 -4.242 3.535
C26 -0.750 -3.246 2.606
C27 -4.285 -0.902 1.125
C28 -5.236 -1.814 0.666
C29 -6.590 -1.506 0.671
C30 -7.017 -0.265 1.130
C31 -6.083 0.658 1.581
C32 -4.729 0.339 1.580
C33 -2.099 -2.152 -0.635
C34 -1.616 -3.449 -0.800
C35 -1.470 -4.009 -2.066
C36 -1.809 -3.276 -3.194
C37 -2.286 -1.979 -3.051
C38 -2.427 -1.430 -1.785
H35 -4.075 -2.912 3.128
H36 -3.593 -4.667 4.787
H37 -1.286 -5.528 5.054
H38 0.539 -4.603 3.651
H39 0.062 -2.831 2.014
H40 -4.912 -2.780 0.287
H41 -7.313 -2.229 0.310
H42 -8.072 -0.016 1.127
H43 -6.406 1.633 1.928
H44 -3.990 1.059 1.921
H45 -1.347 -4.039 0.070
H46 -1.085 -5.018 -2.168
H47 -1.686 -3.706 -4.181
H48 -2.524 -1.385 -3.926
H49 -2.790 -0.410 -1.696

Properties
**Charge**: -2
**Orbital gap (alpha / beta)**: 5.04 / 6.11 eV
**2S+1**: 2
**LUMO energy (alpha / beta)**: 4.07 / 4.06 eV
**ΔE to the lowest compared entry with this formula, charge and spin**: 107.9 kJ/mol